1.
N4S | wB97M-V/def2-TZVPD

Output
Kohn-Sham gap   10.27 eV
Highest occupied orbital energy   -10.111 eV
Calculated total energy   -617.12830 Ha
Energy above the lowest of the compared OMol25 structures with the same formula, charge and spin   60.2 kcal per mole

Geometry as XYZ:
```
5
N4S (wB97M-V/def2-TZVPD)
N 0.93 0.83 0.00
N 0.91 -0.85 0.00
N -0.21 1.19 0.00
N -0.24 -1.18 0.00
S -1.39 0.01 0.00
```

Results of the Löwdin charge analysis, in e, for atoms 1 through 2: -0.038 -0.033

2.
NO3Rb5 | wB97M-V/def2-TZVPD

Output
Charge   +4
Kohn-Sham gap   5.20 eV
Highest occupied orbital energy   -15.304 eV
Calculated total energy   -399.56836 Ha
Energy above the lowest of the compared OMol25 structures with the same formula, charge and spin   24.4 kcal per mole

Geometry as XYZ:
```
9
NO3Rb5 (wB97M-V/def2-TZVPD)
Rb 3.41 -3.68 -1.15
Rb -3.93 -4.35 -0.65
Rb 2.67 0.25 -5.02
Rb -3.15 1.31 5.63
Rb 2.83 4.47 1.70
N -0.39 0.48 -0.17
O -0.41 -0.65 -0.25
O -1.20 0.81 0.69
O 0.18 1.35 -0.78
```

Results of the Löwdin charge analysis, in e, for atoms 1 through 2: 0.978 0.986

3.
NO5S | wB97M-V/def2-TZVPD

Output
Charge   -1
Kohn-Sham gap (spin up / spin down)   7.15 / 8.76 eV
Highest occupied orbital energy (spin up / spin down)   -5.568 / -5.558 eV
Calculated total energy   -828.95000 Ha
Energy above the lowest of the compared OMol25 structures with the same formula, charge and spin   122.8 kcal per mole

Geometry as XYZ:
```
7
NO5S (wB97M-V/def2-TZVPD)
N -1.15 0.25 0.07
O 0.69 -1.69 -0.55
O -1.61 -0.19 1.11
O -1.83 0.77 -0.83
O 1.21 0.69 -1.32
O 1.79 0.40 1.84
S 0.89 -0.23 -0.31
```

Results of the Löwdin charge analysis, in e, for atoms 1 through 2: -0.421 -0.420

4.
NO7S2 | wB97M-V/def2-TZVPD

Output
Charge   -1
Kohn-Sham gap   7.95 eV
Highest occupied orbital energy   -6.373 eV
Calculated total energy   -1377.79064 Ha
Energy above the lowest of the compared OMol25 structures with the same formula, charge and spin   11.6 kcal per mole

Geometry as XYZ:
```
10
NO7S2 (wB97M-V/def2-TZVPD)
N 0.02 1.02 0.09
O -3.20 0.32 1.34
O -1.24 0.93 0.16
O 0.68 0.01 0.00
O 4.17 0.36 -1.43
O 4.28 -0.47 0.82
O -2.40 -1.72 0.34
O -3.14 0.17 -1.12
S 3.47 -0.36 -0.38
S -2.64 -0.26 0.17
```

Results of the Löwdin charge analysis, in e, for atoms 1 through 2: -0.158 -0.325

5.
O20Pb2S5Zn2 | wB97M-V/def2-TZVPD

Output
Charge   -2
Kohn-Sham gap   5.06 eV
Highest occupied orbital energy   -3.299 eV
Calculated total energy   -7440.10613 Ha
Energy above the lowest of the compared OMol25 structures with the same formula, charge and spin   0.0 kcal per mole

Geometry as XYZ:
```
29
O20Pb2S5Zn2 (wB97M-V/def2-TZVPD)
Pb -3.29 -0.53 -1.27
Pb 0.95 4.50 -0.13
Zn 0.30 -1.13 2.65
Zn 0.21 -0.79 -1.67
S -0.51 -2.54 0.46
O -0.41 -2.85 2.02
O -1.95 -2.35 0.07
O 0.21 -1.20 0.18
O 0.04 -3.54 -0.51
S -0.98 1.78 -0.50
O -0.19 1.41 0.70
O -0.91 3.22 -0.83
O -0.47 1.04 -1.72
O -2.31 1.30 -0.26
S -2.24 -1.52 -3.92
O -2.24 -2.95 -4.38
O -1.45 -1.57 -2.49
O -1.40 -0.73 -4.88
O -3.57 -0.85 -3.56
S 1.03 -0.23 4.90
O -0.28 -0.19 4.19
O 1.74 -1.22 3.93
O 1.68 1.14 4.65
O 0.87 -0.57 6.28
S 3.48 1.23 -2.35
O 4.79 0.74 -2.54
O 0.83 3.87 1.85
O 3.17 3.95 0.33
O 2.88 0.61 -1.22
```

Results of the Löwdin charge analysis, in e, for atoms 1 through 2: 1.634 1.171

6.
O4PRb4 | wB97M-V/def2-TZVPD

Output
Charge   +1
Kohn-Sham gap   5.20 eV
Highest occupied orbital energy   -8.740 eV
Calculated total energy   -738.64261 Ha
Energy above the lowest of the compared OMol25 structures with the same formula, charge and spin   11.2 kcal per mole

Geometry as XYZ:
```
9
O4PRb4 (wB97M-V/def2-TZVPD)
Rb -4.08 -0.01 0.67
Rb 2.33 2.30 -0.21
Rb -0.84 1.45 1.76
Rb 2.53 -2.05 0.85
P -0.01 -0.35 -0.67
O 0.52 -1.74 -1.00
O 0.91 0.24 0.49
O -1.46 -0.44 -0.05
O 0.08 0.60 -1.85
```

Results of the Löwdin charge analysis, in e, for atoms 1 through 2: 0.994 1.000

7.
O4S4 | wB97M-V/def2-TZVPD

Output
Charge   -2
Kohn-Sham gap (spin up / spin down)   5.57 / 5.56 eV
Highest occupied orbital energy (spin up / spin down)   -0.709 / -0.708 eV
Calculated total energy   -1893.67103 Ha
Energy above the lowest of the compared OMol25 structures with the same formula, charge and spin   51.2 kcal per mole

Geometry as XYZ:
```
8
O4S4 (wB97M-V/def2-TZVPD)
O -2.06 2.95 -0.82
O 2.32 -2.67 1.22
O -1.32 2.84 1.49
O 1.44 -2.73 -1.10
S -1.52 0.09 0.03
S 1.39 -0.15 0.19
S -1.09 2.34 0.12
S 1.22 -2.33 0.30
```

Results of the Löwdin charge analysis, in e, for atoms 1 through 2: -0.642 -0.656

8.
S2 | wB97M-V/def2-TZVPD

Output
Kohn-Sham gap   5.43 eV
Highest occupied orbital energy   -9.908 eV
Calculated total energy   -796.16688 Ha
Energy above the lowest of the compared OMol25 structures with the same formula, charge and spin   96.7 kcal per mole

Geometry as XYZ:
```
2
S2 (wB97M-V/def2-TZVPD)
S 0.00 0.00 1.37
S 0.00 0.00 -1.37
```

The molecule's Löwdin atomic charges, reported in e, are given here: 0.000 0.000

9.
S7Sb2W | wB97M-V/def2-TZVPD

Output
Charge   +1
Kohn-Sham gap (spin up / spin down)   6.52 / 6.10 eV
Highest occupied orbital energy (spin up / spin down)   -13.002 / -13.020 eV
Calculated total energy   -3334.70133 Ha
Energy above the lowest of the compared OMol25 structures with the same formula, charge and spin   4.0 kcal per mole
Multiplicity   2

Geometry as XYZ:
```
10
S7Sb2W (wB97M-V/def2-TZVPD)
W 0.35 0.14 -0.11
S 1.82 -3.37 1.92
Sb 2.80 -1.25 1.81
S 2.36 -0.64 -0.65
S 0.69 -0.15 2.19
S -3.38 1.86 -2.81
Sb -2.13 1.31 -1.08
S -1.04 -1.08 -1.30
S 0.32 2.10 -1.17
S -1.78 1.07 1.19
```

Results of the Löwdin charge analysis, in e, for atoms 1 through 2: 0.027 0.076